[1]
Below is a 10-piece molecular cluster, C2H25N2O10 overall, with properties calculated with ωB97M-V with the def2-TZVPD basis set.

Its HOMO energy is -13.1 eV. The calculation puts the calculated total energy at -952.9365 Ha. Its orbital gap is 10.37 eV. As for the max |F|: 2.7 eV/A.

```
! RIJCOSX wB97M-V def2-TZVPD def2/J DEFGRID3
* xyz 1 1
N -1.34373 -1.72527 0.44669
C -1.90155 -3.11039 0.22819
C -2.79589 -3.22617 -0.97172
N -3.60413 -2.21528 -1.32806
O -2.91606 -4.30818 -1.45505
H -0.85803 -1.44361 -0.42813
H -2.13327 -1.11218 0.66108
H -0.59399 -1.72290 1.15160
H -2.51174 -3.23482 1.10076
H -1.10511 -3.85752 0.20859
H -3.38252 -1.24057 -1.15412
H -4.17546 -2.37084 -2.13577
H -0.08438 2.20576 1.20126
H 1.36253 2.08708 1.76112
O 0.43786 1.77921 1.95731
H 3.53054 -0.73514 -1.41799
H 2.98399 -0.43010 0.07860
O 2.93936 -0.18552 -0.90758
H 1.95547 -0.60893 2.07518
H 3.07496 0.48167 2.00925
O 2.83874 -0.43380 1.82046
H -0.33050 -1.17678 3.59040
H -0.28493 0.20537 2.68671
O -0.48428 -0.81043 2.70414
H 0.39514 3.00226 -0.95181
H -0.78963 3.81940 -0.82719
O -0.48069 3.02134 -0.45585
H 0.59047 -0.65615 -3.30436
H 1.55747 -0.22416 -2.12661
O 0.60865 -0.46752 -2.38513
H 3.07845 3.99771 1.13728
H 2.51698 3.20435 0.01454
O 2.65213 3.16386 0.98358
H -1.82991 0.71646 -0.87774
H -2.92333 1.18680 0.07451
O -2.53693 0.38711 -0.30635
H 2.33967 1.46240 -1.09000
H 2.30780 2.31877 -2.32294
O 1.89584 2.25669 -1.44483
*
```

=====

[2]
Below is C2H27HfO12 as an isolated structure, with properties calculated with ωB97M-V with the def2-TZVPD basis set.

Its HOMO energy is -18.2 eV. The calculation puts the calculated total energy at -1041.7890 Ha. Its orbital gap is 5.65 eV. As for the max |F|: 14.6 eV/A.

```
! RIJCOSX wB97M-V def2-TZVPD def2/J DEFGRID3
* xyz 3 1
Hf 1.14071 1.09008 2.55463
C -0.31843 -1.17287 -0.17318
C -0.37469 0.34020 0.02532
O 0.28903 0.83428 1.20708
H -0.85001 -1.67126 0.63745
H 0.65232 -1.59347 -0.43559
H -0.91085 -1.34197 -1.07235
H -1.44137 0.56201 -0.00761
H 0.06941 0.70644 -0.90028
O 1.57282 -2.81573 0.64066
H 0.78327 -2.33037 0.88000
H 1.88668 -2.38609 -0.15503
O -2.78359 -0.15855 -2.67938
H -2.19507 -0.89998 -2.53745
H -2.25808 0.61057 -2.45905
O 2.19943 0.84996 -0.72250
H 1.36942 1.24176 -0.99418
H 2.77824 0.96750 -1.47576
O -3.89538 0.31054 0.04477
H -3.43472 0.58049 -0.74969
H -4.10234 1.13079 0.49263
O -0.61310 0.88913 3.10885
H -0.96657 1.06101 3.98163
H -1.34944 0.52194 2.61976
O 0.56328 2.16551 -1.83502
H 0.06269 2.30232 -1.03071
H 1.13388 2.93164 -1.89580
O 2.14935 1.81998 1.19276
H 2.19859 1.51374 0.28721
H 2.86986 2.44482 1.27429
O -2.48527 0.03963 2.13692
H -3.11620 -0.39417 2.71136
H -2.96177 0.17832 1.31842
O -1.47101 -1.80806 -2.82142
H -0.62810 -1.79489 -2.36804
H -1.26959 -2.14958 -3.69264
O 2.56545 -1.29650 -0.52688
H 3.40735 -1.26597 -0.07244
H 2.42226 -0.39906 -0.82741
O 2.17287 -0.33352 1.64170
H 3.09612 -0.46961 1.85457
H 2.04257 -0.81101 0.82240
*
```

=====

[3]
Below is C2H28HfO13 as an isolated structure, with properties calculated with ωB97M-V with the def2-TZVPD basis set.

Its HOMO energy is -17.0 eV. The calculation puts the calculated total energy at -1118.6176 Ha. Its orbital gap is 9.00 eV. As for the max |F|: 5.8 eV/A.

```
! RIJCOSX wB97M-V def2-TZVPD def2/J DEFGRID3
* xyz 2 1
Hf 1.20310 1.74622 1.17959
C -0.71526 -0.50739 -0.05884
O 0.36804 0.09680 0.69450
H -1.63937 -0.27833 0.36747
H -0.44747 -1.53904 -0.13466
H -0.58169 -0.10517 -1.01442
C -0.09018 3.36105 -1.31775
O 0.28660 2.68226 -0.23580
H -1.02616 2.91623 -1.65324
H 0.64930 3.22548 -2.04064
H -0.20671 4.41612 -1.05185
O -2.61947 -2.60321 1.49320
H -2.29549 -3.51524 1.44759
H -2.86930 -2.52482 0.57654
O 2.31597 -1.84157 -0.58415
H 1.46545 -1.42770 -0.39580
H 2.16967 -2.75044 -0.84290
O -2.24524 -0.22072 2.96984
H -1.97937 -0.42466 3.85977
H -2.43972 -0.99559 2.48296
O -1.23557 1.18696 -3.62635
H -1.77584 0.38704 -3.59866
H -1.05644 1.47561 -2.73552
O 1.20884 0.52408 3.21212
H 1.96606 0.19730 3.72572
H 0.38475 0.17978 3.64060
O -1.68648 -1.48714 -2.91255
H -1.15921 -0.83452 -2.46574
H -1.26324 -2.25855 -2.50053
O -0.84143 2.08323 2.05502
H -0.83643 2.45293 2.98723
H -1.54661 1.40865 2.11405
O 2.95260 0.47194 1.16072
H 3.19296 -0.15725 0.45600
H 3.84824 0.78202 1.38757
O 0.26444 -2.17354 2.50089
H -0.19770 -1.63972 1.85801
H -0.37370 -2.33736 3.24600
O 1.29145 -0.75037 -3.28008
H 1.25577 -1.59420 -3.77966
H 0.56453 -0.28116 -3.68610
O 1.99664 0.89534 -1.42644
H 1.98602 1.59278 -2.11384
H 1.75767 0.16590 -1.95982
*
```

=====

[4]
Below is a 11-piece molecular cluster, C2H28NO10 overall, with properties calculated with ωB97M-V with the def2-TZVPD basis set.

Its HOMO energy is -13.8 eV. The calculation puts the calculated total energy at -899.9825 Ha. Its orbital gap is 11.47 eV. As for the max |F|: 3.6 eV/A.

```
! RIJCOSX wB97M-V def2-TZVPD def2/J DEFGRID3
* xyz 1 1
C -0.72827 -0.99922 0.46114
N -0.19904 -1.68885 -0.78113
C -0.04036 -0.71096 -1.91611
H -0.53397 -1.62824 1.29295
H -0.18138 -0.02345 0.61813
H -1.78372 -0.85215 0.40284
H -0.83741 -2.46918 -1.04069
H 0.67338 -2.13086 -0.55792
H -0.93164 -0.05669 -2.00804
H 0.13070 -1.22483 -2.79231
H 0.77630 -0.02128 -1.74274
H -3.79865 0.77061 -1.69882
H -2.73777 0.89816 -0.58196
O -3.16502 0.29312 -1.17554
H 0.37650 2.40387 -3.47642
H 0.14758 2.36742 -1.95985
O -0.02490 1.89214 -2.74102
H -1.51312 0.66629 3.55438
H -1.11655 1.32284 2.16319
O -0.77270 0.89795 2.94127
H -0.94084 2.34650 0.31830
H -2.17536 2.91147 0.96860
O -1.74364 2.09096 0.75387
H 3.68044 -1.19037 -1.30000
H 2.83584 -1.66878 -0.14420
O 2.82127 -1.11762 -0.88999
H -3.31344 -3.17474 -1.60261
H -3.11629 -1.74029 -1.17817
O -2.73911 -2.63054 -1.16341
H 1.21933 2.21966 -0.05946
H 0.94988 3.78946 -0.14132
O 0.53951 2.90844 -0.31973
H 0.76194 0.17649 2.84548
H 2.19321 -0.04810 3.46132
O 1.64793 -0.23072 2.67071
H 2.53644 0.39584 -0.08988
H 2.11488 0.73024 1.29129
O 2.35847 1.14870 0.47344
H 2.15924 -3.24752 1.69165
H 1.86923 -1.65878 1.82509
O 1.89823 -2.47500 1.21777
*
```

=====

[5]
Below is a 12-piece molecular cluster, C2H29N2O11 overall, with properties calculated with ωB97M-V with the def2-TZVPD basis set.

Its HOMO energy is -13.0 eV. The calculation puts the calculated total energy at -1030.4438 Ha. Its orbital gap is 10.62 eV. As for the max |F|: 9.0 eV/A.

```
! RIJCOSX wB97M-V def2-TZVPD def2/J DEFGRID3
* xyz 1 1
C -0.63817 -4.45347 0.77820
N 0.37831 -1.54402 -1.24670
C -0.38469 -2.50952 -0.68854
N -0.03269 -3.10296 0.46659
H 0.27602 -5.08207 0.99496
H -1.32055 -4.81651 -0.04332
H -1.23272 -4.58566 1.69005
H 1.23156 -1.10918 -0.85751
H 0.17359 -0.98719 -2.13232
H -1.28225 -2.97754 -1.23416
H 0.40766 -2.63817 1.21829
H -1.41093 0.69571 1.77697
H -2.06037 -0.59963 1.16089
O -1.28902 -0.18573 1.33983
H 0.90555 -1.27108 3.48562
H 0.16412 -0.86652 2.22228
O 1.12046 -1.08189 2.55735
H 3.88433 2.83869 -0.21552
H 4.32792 1.79631 -1.27344
O 4.52134 2.04383 -0.29297
H 0.48763 3.36500 -2.62338
H 0.48266 2.75565 -1.28905
O 0.43015 2.61970 -2.15638
H -4.44630 2.59847 -1.18861
H -4.31783 1.65268 -2.45669
O -3.95856 1.74424 -1.44282
H -2.36228 2.85020 2.20221
H -0.89969 2.62568 2.44948
O -1.84536 2.12788 2.58554
H -1.02889 1.15340 -2.73609
H -0.73929 0.48473 -3.92666
O -1.30208 0.43934 -3.11353
H 2.65773 2.60788 2.64795
H 3.58412 1.96048 1.45349
O 2.58649 2.25690 1.69919
H -2.35949 0.22607 -0.95041
H -2.54942 -0.80905 -1.95406
O -2.18272 -0.74240 -1.08716
H 1.14115 1.96310 0.94754
H -0.04093 1.10580 0.12925
O 0.34398 1.91107 0.44543
H 3.22045 -0.94392 -0.22734
H 2.64039 -1.74944 0.94469
O 2.71863 -1.76683 -0.05913
*
```

=====

[6]
Below is C2H2AgFLiO as an isolated structure, with properties calculated with ωB97M-V with the def2-TZVPD basis set.

Its HOMO energy (alpha / beta) is -20.2 / -20.0 eV. The calculation puts the calculated total energy at -406.1386 Ha. The expectation value of S² is 0.76. Its orbital gap (alpha / beta) is 10.86 / 7.19 eV. As for the max |F|: 8.1 eV/A.

```
! RIJCOSX wB97M-V def2-TZVPD def2/J DEFGRID3
* xyz 2 2
H -0.88170 1.44410 -0.97493
C -0.62851 -1.10894 -0.05173
C -1.27212 0.04241 -0.19582
O -0.47506 1.17094 0.00304
Li -2.92770 0.71913 1.09127
Ag 1.41512 0.80986 0.50790
F 0.81707 -1.04292 0.09766
H -0.98982 -2.09952 0.20230
*
```